DFT (wB97M-V/def2-TZVPD) results for a 12-piece molecular cluster, C64H139N7O16 overall at a distorted geometry.

Geometry as XYZ:
```
226
Properties=species:S:1:pos:R:3:forces:R:3
O 1.4729 -2.4575 1.7069 0.0515 0.1110 -0.9951
O -2.1087 2.0327 3.1457 -0.2501 0.5610 -0.0534
O -2.8751 -3.8706 2.3750 1.5471 -0.4434 -0.8165
O 2.1172 0.9763 -1.8238 -0.3218 -0.2995 1.3389
O 3.0268 0.3689 -3.6530 -0.0073 0.0475 -0.2785
O -3.4584 -2.3657 -1.5145 -0.5211 -0.0814 0.7839
O 4.3029 -5.6157 3.9551 -0.4176 0.6613 0.5648
O 2.5718 -4.4442 3.1986 -0.3808 1.4020 1.2044
O -4.1140 -0.4220 -2.5158 0.9843 -0.6147 0.3333
O -3.7920 -3.9130 4.3883 -0.7798 -0.1895 0.0478
O 3.4098 -6.0160 1.9160 0.7446 -0.1353 0.8194
O 2.9366 -1.1454 -1.9609 0.2082 -0.2225 0.0767
O -1.7207 -4.7129 4.0674 -0.0539 -0.2565 -0.8696
O -3.6974 3.0984 4.2924 -0.4148 0.5306 0.3822
O -5.5915 -1.8268 -1.6210 -0.1318 -0.3686 0.7097
O -2.5217 4.2367 2.8345 0.2880 0.3048 -0.4025
N 1.9212 4.4428 3.0414 0.1481 0.3826 0.6651
N 6.5147 -2.9151 1.0733 -0.5561 0.4011 -0.7623
N -0.7251 -0.4531 0.8147 -0.3296 0.0680 -2.0770
N -0.3315 -0.2896 -6.6004 0.6073 1.1883 0.3055
N 1.7841 -5.5092 -1.7137 1.7722 0.0108 0.9331
N -6.2407 -0.8187 3.5123 -0.0602 0.2685 -0.5607
N -3.1074 6.4201 -0.4554 0.9873 -0.0627 1.9228
C -0.4348 -6.1446 -0.7603 0.0917 -1.8205 0.7602
C 4.1567 -4.8406 -2.4822 -0.0328 -0.2952 1.3072
C -0.2857 4.1215 6.2568 -0.4085 0.1054 -0.3748
C -7.9393 0.6940 4.5796 1.2293 -0.1364 -0.8171
C 0.9637 4.3197 5.4139 0.1008 0.1221 0.5509
C -3.9997 8.3791 -1.8504 0.5794 1.5126 0.7289
C -1.8630 -0.9919 1.6418 1.6221 -0.5298 0.3184
C 5.2417 -2.1460 0.6641 -0.1263 1.3989 1.5193
C 2.7212 3.0929 3.1535 -0.6095 1.2908 0.1013
C -1.3343 -6.5437 0.4409 -0.2050 0.4005 -0.6782
C -1.7371 5.7602 -0.0778 -0.4724 -0.4766 0.8223
C -2.8770 7.3843 -1.6258 -0.6286 -1.9497 -0.0952
C 3.3646 -5.3812 3.0076 -0.3118 -0.8115 -4.1983
C 6.3798 -4.3061 0.4763 1.0207 -0.0405 1.4194
C -3.7768 4.3502 -1.8069 1.1256 0.6548 2.0169
C -1.2113 -0.0898 -4.1397 -0.5523 0.8749 0.1343
C -2.4663 3.6613 -1.2799 -1.2190 0.2369 -2.1161
C 10.2379 -2.2320 -0.0598 -0.0760 0.8353 1.4159
C 0.6415 4.4122 3.9218 1.1828 -0.5062 -0.3024
C -5.6596 0.3016 2.6117 3.3758 -1.4385 1.0421
C 2.7084 -0.0107 -2.3740 -0.6329 -0.4211 0.7419
C 2.6780 -6.3040 -3.9551 0.8138 0.5664 0.1409
C 3.8049 2.9920 2.1159 -0.8678 0.2513 0.2650
C -0.8604 -0.0996 -10.4365 0.5817 -0.0141 -0.4348
C 1.2192 -4.1891 -2.1955 0.0436 -1.0934 0.1157
C 5.2163 -0.6940 1.2936 0.9663 -0.1890 1.5194
C -3.4702 7.2143 0.7939 0.2672 0.1052 -0.0178
C 1.3746 4.6840 1.6229 -0.0913 -1.9117 0.7626
C 3.2539 -5.1445 -1.2553 -0.5939 -0.7363 -1.0844
C 6.5621 -1.6772 3.2935 0.9850 1.3398 -1.6017
C -2.8260 -4.2514 3.6915 -1.2716 1.0847 3.7300
C 3.1508 3.1186 0.7373 0.5803 0.2327 -0.0483
C 1.0687 -6.0407 -0.4529 -0.6529 1.0557 -0.5984
C -5.1492 1.0378 0.1635 0.2551 1.6233 1.0818
C -0.0366 -1.7610 -6.2749 -0.3070 0.3587 0.1346
C 5.4256 -0.7247 2.8596 -0.8056 -1.5100 -0.6113
C 1.0544 0.4971 -6.5143 -2.3022 -1.7143 0.6375
C -5.7381 0.2047 5.7932 -0.5262 1.4114 -1.1856
C -1.3452 4.6547 -1.0297 0.6623 0.2504 0.4048
C -7.2481 0.5751 5.9107 0.5914 -1.0799 1.0129
C 2.4458 4.4560 0.5987 0.6124 1.1315 0.0440
C -0.9875 -0.1108 -7.9830 2.2146 1.6655 1.0617
C -2.7197 3.1035 3.3624 1.6092 -1.1049 -1.0543
C -5.9699 0.2021 1.1348 -0.9706 -0.1991 0.0330
C 0.0990 -2.0917 -4.7674 -0.2602 -0.0637 -0.2825
C -1.3279 0.3409 -5.6014 -0.2318 -0.9818 0.4342
C 2.8482 5.5661 3.5196 -0.1178 -0.6590 -0.3532
C 1.8222 -6.6278 -2.7463 -0.8536 1.0732 -0.2523
C 7.7036 -2.2119 0.4402 1.3820 -0.8096 0.2043
C 9.0380 -2.9688 0.5304 -0.6814 -1.3014 -0.4702
C -1.0737 0.8372 0.1043 0.0657 -0.2186 0.5702
C 6.5264 -3.0427 2.5918 -0.5750 0.3745 1.1391
C -4.1612 5.3303 -0.6599 -0.6053 -0.0174 -1.2334
C 0.5173 -0.2131 1.6257 0.3382 -0.0234 0.6107
C -0.3822 -1.4676 -0.3185 -0.8181 0.6438 1.0310
C -3.7083 9.1364 -3.1327 0.3400 0.0637 -1.1815
C -6.1023 -2.2084 2.9195 -0.4528 1.1996 -0.7662
C 0.9878 -1.4200 2.4881 -0.5386 0.4502 0.0938
C -7.6855 -0.5160 3.6854 -1.2746 -0.6309 1.4276
C -0.0007 -0.2579 -9.1430 -1.1973 -1.0325 -1.2109
C -5.4555 -0.9503 4.8592 -0.3201 0.4573 0.0899
C -4.4327 -1.4808 -1.9065 -0.9467 2.9304 -2.1850
C 4.1347 -5.9447 -3.5340 -0.8533 -0.3158 -0.6462
C -1.0901 -1.5838 -3.9250 1.1885 0.2966 -0.4571
H 2.0797 2.2241 3.0020 -0.6118 0.4028 0.2786
H -5.7011 1.2580 3.1290 -0.8063 0.0562 -0.2772
H -2.8232 -0.9645 1.1345 0.1945 0.2029 -0.1182
H 0.1331 -1.7159 3.1052 -0.1167 -0.2324 -0.0375
H -4.5940 0.0844 2.7517 0.2392 0.0769 -0.2617
H 4.5399 3.7780 2.2927 0.3134 -0.2588 -0.2151
H 7.9117 -1.2465 0.8952 -0.7270 0.1167 -0.1565
H 1.6627 3.5208 5.6671 -0.0196 -0.2020 -0.4377
H 1.2827 -3.5782 -1.2973 -0.0361 0.5508 -0.4297
H -0.8242 3.2562 5.8686 -0.3551 0.1337 0.1780
H 9.2153 -3.3570 1.5352 0.2151 0.6056 0.2456
H 10.2210 -1.1700 0.2010 -0.1993 0.1031 -0.0048
H -2.8771 9.8394 -3.0606 0.0632 -0.0829 0.3968
H -5.0455 -2.3194 2.6869 -0.0180 -0.8082 0.5397
H 1.8181 -3.8658 -3.0421 0.1746 0.3732 0.4146
H -7.4021 1.5521 6.3683 0.3090 -0.2602 0.6227
H -3.4945 6.5356 1.6454 -0.2413 -0.1702 -0.1595
H 5.6230 -3.5299 2.9652 -0.1849 -0.4731 -0.8445
H -3.9885 9.1118 -1.0400 0.0030 0.0400 0.0592
H 11.0758 -2.5983 0.5324 0.4572 -0.1437 -0.7707
H 1.7154 -0.0002 -7.2169 0.1436 0.3019 0.1198
H 5.1502 -2.0460 -0.4157 0.0861 -0.4638 -0.0212
H -5.1256 5.8203 -0.8029 0.1788 0.3388 -0.3538
H -4.1139 0.7609 -0.0318 -0.1654 -0.4545 0.2175
H 4.7287 -5.6547 -4.4012 -0.1299 0.1348 -0.0675
H -7.6055 -0.2388 6.5466 -0.8515 0.2957 0.0511
H 7.2229 -4.9023 0.8283 0.1634 0.2009 0.0129
H -4.5663 3.6122 -1.9343 -0.0140 0.0822 -0.0636
H -1.5313 -2.0177 1.7834 -0.7842 -0.1109 0.2694
H -2.1454 0.2452 -3.6773 -0.2747 -0.1643 -0.0632
H 0.1093 3.5701 3.4752 -0.3002 -0.2313 0.6845
H -0.5667 -6.9830 -1.4485 0.1719 0.0347 -0.2359
H -1.1513 0.9688 -7.9888 -0.7873 -0.0470 0.1313
H -0.9871 -7.3426 1.0942 0.5232 0.2017 -0.0705
H -2.3236 0.0133 -5.9047 0.0831 -0.0675 -0.3699
H 2.1014 -7.5464 -2.2333 0.2177 0.1153 0.0229
H 4.6488 -6.8241 -3.1420 -0.1692 -0.0961 0.1920
H -0.4807 0.5127 -3.5937 0.6200 -0.4052 -0.1529
H -4.1895 -2.7853 -1.0050 1.1529 -1.5625 0.4513
H -3.4072 8.4469 -3.9257 -0.0852 -0.1240 -0.0360
H -0.9675 6.5078 0.1249 -0.2146 0.5783 -1.0213
H -2.2054 3.0110 -2.1165 0.4363 -0.3828 0.3557
H 0.7572 5.5803 1.6123 0.6074 0.3682 0.0169
H 2.4313 2.3233 0.5346 0.2712 -0.2624 -0.1088
H -6.9794 0.6202 1.1085 -0.3471 -0.7003 -0.8326
H 0.6544 3.8648 1.5367 -0.1834 -0.0017 -0.0802
H -6.5941 -2.8405 3.6521 0.7810 -0.4899 -0.0852
H 8.9537 -3.9066 -0.0249 -0.1209 0.0235 -0.1714
H 0.5531 -1.1315 -0.7646 0.2472 -0.4113 0.1988
H 0.9013 -1.9902 -6.7784 -0.1100 -0.0735 -0.1265
H 2.0827 4.5697 -0.4228 -0.2854 -0.0023 0.1024
H 2.2885 -5.4521 -4.5181 -0.2528 0.1815 0.2551
H -1.3149 1.4272 -5.6747 0.3517 -0.0511 -0.3554
H 0.7844 -6.7142 -3.0673 0.0133 -0.2702 0.0294
H 4.5242 -1.1412 3.3218 -0.2559 -0.2072 -0.2493
H -2.2266 -6.9526 -0.0350 -0.2828 0.2194 0.2850
H 2.5644 -7.1093 -4.6815 0.4553 -0.2980 0.2363
H 1.7381 -1.1623 3.2424 0.0997 0.7688 -0.1863
H -1.7786 0.4368 -10.1986 -0.1896 -0.2601 -0.1761
H 2.2624 6.4751 3.6336 0.0893 0.0253 -0.2475
H 1.9484 -3.1084 2.2558 -0.0556 -0.7411 0.4221
H 0.8844 1.5549 -6.6943 0.0192 -0.1015 -0.0991
H -5.0181 7.9926 -1.8148 0.2332 -0.6348 -0.2895
H -3.5680 4.8686 -2.7417 -0.2468 -0.0554 -0.0732
H 7.3549 -3.6836 2.8875 0.1288 0.1427 -0.1696
H 6.6179 -1.6320 4.3790 0.0914 -0.8898 -0.0272
H 10.3676 -2.2650 -1.1386 -0.0002 -0.4889 0.0947
H -0.8515 5.1259 -1.8825 -0.5414 -0.4101 -0.6378
H 1.2425 0.1750 0.9075 0.2905 -0.4608 -0.0647
H -5.6072 1.2331 -0.8041 -0.2582 -0.6075 0.0788
H 3.1277 3.1125 4.1624 -0.1597 -0.1864 -0.0094
H 4.4756 -2.7713 1.1226 -0.4707 0.2296 -0.3835
H 5.4541 0.2545 3.3381 0.6628 0.1672 -0.3584
H -5.1258 2.0053 0.6821 0.4031 0.4364 -0.3000
H -5.2391 1.0658 5.3390 0.2712 0.1622 0.3440
H -0.9051 -1.7409 -2.8645 -0.0503 -0.2820 -0.2319
H -1.1657 -1.4752 -1.0764 -0.3107 0.2906 0.4730
H -8.1261 -1.4020 4.1518 0.1264 -0.0095 0.3658
H 1.4429 5.2212 5.8007 0.0820 0.1924 -0.4034
H -5.8722 -0.8397 0.8315 -0.6629 0.0708 -0.1479
H 7.5040 -2.1542 -0.6294 -0.4762 0.5009 0.1181
H -1.0394 -1.0117 -11.0043 -0.4176 -0.2295 0.5471
H 0.0639 5.2846 3.6167 0.0528 0.1732 0.3976
H -5.2735 0.0044 6.7569 -0.1242 0.0359 0.0136
H 3.6988 5.6631 2.8486 -0.4007 0.2847 -0.3513
H -0.2905 1.0091 -0.6343 0.0380 0.1702 0.0195
H -0.0956 3.9753 7.3188 0.3378 -0.1185 -0.1140
H -0.8870 -5.3011 -1.2769 0.2598 0.3014 0.3539
H -1.9990 -2.1229 -4.1935 -0.1169 0.1523 0.0150
H -4.3868 7.7896 0.6868 -0.1762 -0.4612 -0.2035
H 1.0795 -1.7508 -4.4266 -0.1389 0.4444 0.2640
H 4.3351 -0.0772 1.1213 -0.4653 -0.7925 -0.5421
H 3.9238 3.1530 -0.0299 -0.0925 -0.5924 -0.1162
H -0.5277 4.0961 -0.5664 0.0603 0.0883 0.2047
H -9.0006 0.9329 4.6072 0.0345 -0.1090 0.2160
H -5.6259 -1.9209 5.3251 -0.6077 -0.0868 -0.4192
H -1.6112 -5.6682 1.0259 -0.0040 -0.2324 0.1473
H 0.5105 -1.2196 -9.0862 0.0266 -0.0363 -0.2910
H 1.3187 -5.3903 0.3880 -0.1055 0.3451 -0.1445
H -4.3868 -0.9803 4.6477 -0.1112 0.0154 -0.5323
H -1.9349 -0.6428 -7.9502 0.2373 -0.2979 -0.5115
H 0.1736 -3.1745 -4.6539 -0.1264 -0.1198 -0.4505
H -7.3996 1.5502 4.1654 -0.5569 0.2115 -0.5455
H -4.5168 9.7182 -3.5737 -0.3181 -0.1393 0.4658
H -2.8044 6.7684 -2.5236 -0.0402 -0.1769 0.0933
H 3.3222 5.3329 4.4717 -0.5022 -0.3121 0.1298
H 5.5388 -4.7959 0.9718 -0.5786 0.1233 -0.7263
H -0.8790 5.0348 6.1924 -0.3795 -0.2318 -0.1127
H 2.5951 1.2160 -3.3875 0.4472 0.7375 -1.6485
H -4.3359 4.7506 0.2472 0.7626 0.2031 0.3061
H 5.1814 -4.8697 -2.1091 -0.0197 0.3384 0.1695
H -2.6956 7.9512 1.0100 0.2188 -0.1041 -0.3211
H -0.8441 -2.3022 -6.7678 -0.0248 -0.2045 0.2218
H 0.7477 0.5218 -9.2696 -0.0103 0.0954 0.9950
H 4.2016 2.0105 2.3793 0.5632 0.0195 -0.6706
H -1.8467 7.6927 -1.4559 -0.3434 1.0359 0.0025
H 0.2815 0.6364 2.2713 -0.2337 -0.1717 0.2820
H -6.6642 -2.2683 1.9878 -0.0792 0.1021 0.0701
H -0.3523 0.5081 -11.1867 0.1747 0.2138 0.2570
H 3.1888 5.2471 0.7363 0.1282 0.0860 -0.2619
H 7.5102 -1.2875 2.9096 0.1328 0.6064 0.5273
H -3.8112 4.0636 4.2813 -0.8510 -0.1068 0.6362
H 0.1948 -4.2717 -2.5517 0.0021 -0.2531 0.2162
H 3.9626 -3.8101 -2.7816 -0.0168 -0.1452 -0.5827
H 6.0098 -0.0658 0.8836 0.2021 -0.2737 -0.2596
H -1.7992 -0.4965 2.6092 -0.5959 0.2594 -0.1280
H 3.1390 -4.3073 -0.5693 0.0336 0.0333 -0.0927
H -1.7654 5.3474 0.9326 -1.2303 -0.3671 0.0824
H -1.1383 1.6277 0.8540 0.0198 0.0137 0.0409
H -2.0459 0.7441 -0.3774 0.1115 -0.3083 -0.0887
H 1.5648 -6.9723 -0.1840 -0.2781 -0.1858 -0.2178
H 3.9523 -4.9080 4.5254 0.7091 -0.3616 0.9701
H -0.4109 -2.4173 0.2088 0.6896 -0.1624 -0.4593
H 6.4766 -4.2646 -0.6045 -0.6486 0.1228 0.0516
H -2.7436 3.0550 -0.4188 0.3243 0.1130 0.1863
H 3.6186 -5.9902 -0.6721 -0.1448 -0.0995 -0.0198
H 1.2828 0.2665 -5.4754 0.7980 0.4873 -0.0966
H -8.2748 -0.4773 2.7688 0.8493 0.2823 -0.5324
H -1.9159 -4.1228 2.4604 0.3593 0.2670 -2.1607
```
Positions in Å, forces in eV/Å.

Energy: -4108.44289 Ha
Net charge: +2
M: 1262.85 g mol⁻¹